{"formula": "C16H19F6N4O2PS2W", "method": "ωB97M-V/def2-TZVPD", "total_energy_ev": -76023.2054, "s2": 0.754, "e_above_lowest_kcal_mol": 27.8, "e_homo_ha": [-0.6489, -0.6488], "charge": 3, "lumo_energy_ha": [-0.4199, -0.4272], "spin_multiplicity": 2, "species": ["W", "C", "C", "C", "C", "C", "C", "C", "S", "O", "O", "N", "C", "C", "C", "C", "C", "N", "H", "H", "H", "H", "H", "H", "H", "H", "H", "H", "H", "S", "C", "N", "C", "C", "C", "N", "H", "H", "H", "H", "H", "H", "H", "H", "F", "P", "F", "F", "F", "F", "F"], "coordinates": [[1.669, -1.008, -0.356], [-2.055, -1.141, 6.685], [-1.726, -0.937, 5.245], [-2.694, -0.460, 4.351], [-2.394, -0.238, 3.027], [-1.085, -0.508, 2.592], [-0.088, -0.988, 3.462], [-0.425, -1.197, 4.775], [-0.734, -0.224, 0.969], [0.689, 0.368, 0.813], [-1.758, 0.428, 0.242], [-0.142, -1.559, 0.190], [-0.416, -2.731, -0.541], [-1.511, -3.523, -0.714], [-1.319, -4.616, -1.568], [-0.095, -4.832, -2.193], [0.954, -3.962, -1.959], [0.785, -2.938, -1.113], [-3.124, -1.258, 6.843], [-1.727, -0.266, 7.253], [-1.531, -2.004, 7.092], [-3.695, -0.257, 4.709], [-3.140, 0.140, 2.342], [0.921, -1.174, 3.120], [0.325, -1.559, 5.465], [-2.460, -3.320, -0.239], [-2.141, -5.296, -1.751], [0.044, -5.672, -2.858], [1.918, -4.079, -2.434], [-0.504, 1.376, -2.440], [-0.147, 3.068, -2.781], [-1.119, 3.822, -3.243], [-0.924, 5.247, -3.575], [0.517, 5.454, -4.007], [1.464, 4.917, -2.948], [1.067, 3.540, -2.586], [-2.008, 3.383, -3.440], [-1.176, 5.846, -2.698], [-1.624, 5.493, -4.370], [0.705, 6.516, -4.152], [0.694, 4.955, -4.960], [1.442, 5.526, -2.043], [2.489, 4.878, -3.310], [1.752, 2.922, -2.181], [1.754, -0.820, -2.180], [3.956, -2.270, -0.805], [3.879, -3.781, -0.613], [2.804, 0.445, -0.303], [4.592, -2.102, -2.178], [2.321, -1.790, 1.184], [5.019, -1.816, 0.178]], "nbo_charge": [2.24, -0.66, 0.15, -0.22, -0.12, -0.42, -0.15, -0.19, 2.31, -0.85, -0.82, -0.85, 0.36, -0.24, -0.05, -0.23, 0.11, -0.51, 0.25, 0.27, 0.25, 0.26, 0.26, 0.24, 0.25, 0.28, 0.27, 0.28, 0.24, 0.25, 0.31, -0.50, -0.23, -0.44, -0.23, -0.51, 0.45, 0.24, 0.26, 0.28, 0.24, 0.23, 0.25, 0.43, -0.44, 2.09, -0.50, -0.43, -0.50, -0.45, -0.49]}